[1]
DFT (ωB97M-V/def2-TZVPD) results for 2 unconnected molecules or ions with the total composition C5H11NO.

```
! wB97M-V def2-TZVPD RIJCOSX def2/J DEFGRID3
* xyz 0 1
C -1.85 -1.22 -0.11
C -1.33 -0.03 0.69
N 0.10 0.16 0.45
C 0.61 1.48 0.64
C 0.42 0.94 -0.74
C 1.62 0.51 -1.51
O 2.64 0.11 -1.00
H -2.91 -1.39 0.10
H -1.29 -2.12 0.14
H -1.74 -1.04 -1.19
H -1.91 0.88 0.44
H -1.46 -0.21 1.76
H -0.08 2.27 0.96
H 1.62 1.54 1.04
H -0.41 1.34 -1.32
H 1.53 0.58 -2.62
H 2.46 -2.15 1.26
H 1.97 -1.65 1.01
*
```

Values from the calculation:
LUMO energy: 0.91 eV
frontier orbital gap: 10.44 eV
calculated total energy: -8898.5610 eV
HOMO level: -9.53 eV

Population analysis type Mulliken, resulting atomic charges in e: -1.124 -0.470 -0.091 -0.490 0.019 -0.257 -0.449 0.381 0.291 0.292 0.317 0.351 0.264 0.249 0.425 0.316 0.178 -0.202



[2]
DFT (ωB97M-V/def2-TZVPD) results for a molecular structure, C20H19IrN3S.

```
! wB97M-V def2-TZVPD RIJCOSX def2/J DEFGRID3
* xyz 2 2
Ir -0.79 -0.66 0.17
N -1.72 1.31 0.18
C -0.73 2.30 -0.15
C -0.95 3.19 -1.20
C -0.03 4.18 -1.46
C 1.11 4.29 -0.67
C 1.34 3.38 0.35
C 0.43 2.36 0.61
C 0.76 1.32 1.61
C 1.17 1.67 2.91
C 1.70 0.73 3.76
C 1.88 -0.59 3.33
C 1.44 -0.97 2.07
C 0.82 -0.03 1.28
H -2.52 1.38 -0.45
H -2.04 1.37 1.14
H -1.86 3.12 -1.79
H -0.21 4.89 -2.26
H 1.83 5.07 -0.87
H 2.25 3.44 0.94
H 1.10 2.71 3.21
H 2.03 1.02 4.75
H 2.35 -1.32 3.98
H 1.58 -1.99 1.73
S -1.92 -1.05 2.36
C -2.12 -2.61 1.61
C -2.77 -3.72 2.11
C -2.86 -4.83 1.30
C -2.29 -4.82 0.02
C -1.63 -3.69 -0.41
N -1.56 -2.61 0.40
H -3.20 -3.69 3.10
H -3.37 -5.72 1.65
H -2.35 -5.68 -0.64
H -1.16 -3.63 -1.38
C 2.57 0.21 -3.84
C 1.09 -0.12 -4.08
C 0.38 -0.31 -2.83
N -0.18 -0.46 -1.84
H 3.07 0.31 -4.81
H 3.06 -0.58 -3.28
H 2.68 1.15 -3.30
H 0.98 -1.03 -4.68
H 0.59 0.69 -4.63
*
```

Values from the calculation:
LUMO energy (alpha / beta): -8.07 / -9.55 eV
frontier orbital gap (alpha / beta): 6.72 / 5.01 eV
calculated total energy: -39176.5333 eV
HOMO level (alpha / beta): -14.79 / -14.55 eV

Population analysis type Mulliken, resulting atomic charges in e: 0.925 -0.514 0.995 -0.864 -0.758 -0.782 -0.803 0.621 -0.055 -0.522 -0.826 -0.534 -0.956 1.100 0.319 0.414 0.389 0.460 0.457 0.553 0.554 0.450 0.447 0.489 -0.270 0.746 -0.756 -0.097 -0.771 -0.057 -0.332 0.432 0.440 0.413 0.446 -1.115 -0.235 0.306 -0.314 0.351 0.355 0.326 0.304 0.272



[3]
DFT (ωB97M-V/def2-TZVPD) results for 9 unconnected molecules or ions with the total composition C6H30O12.

```
! wB97M-V def2-TZVPD RIJCOSX def2/J DEFGRID3
* xyz 0 1
O -0.46 2.75 -1.62
C -0.84 2.11 -2.81
C -2.23 2.51 -3.24
O -2.56 1.97 -4.57
H 0.43 2.53 -1.33
H -0.05 2.40 -3.52
H -0.77 1.03 -2.68
H -2.31 3.58 -3.40
H -2.96 2.20 -2.49
H -2.57 1.01 -4.57
O 1.38 -3.74 -2.11
C 1.28 -2.55 -2.93
C 0.92 -1.29 -2.09
O -0.46 -1.37 -1.68
H 2.31 -3.94 -2.03
H 2.20 -2.33 -3.47
H 0.53 -2.63 -3.72
H 1.19 -0.34 -2.56
H 1.41 -1.21 -1.12
H -0.97 -1.05 -2.43
O -0.75 -0.61 6.49
C 0.42 -0.57 5.68
C 0.02 -0.17 4.27
O 1.16 -0.40 3.45
H -0.79 0.23 6.95
H 1.21 0.08 6.04
H 0.83 -1.58 5.73
H -0.21 0.88 4.09
H -0.78 -0.82 3.92
H 0.90 -0.20 2.55
O 2.15 1.91 -1.33
H 2.92 2.16 -0.82
H 2.40 2.07 -2.24
O 2.13 2.62 1.69
H 2.33 1.75 1.35
H 1.18 2.70 1.63
O -1.79 0.87 0.16
H -1.47 1.46 0.84
H -1.64 1.35 -0.66
O -2.04 -1.61 1.18
H -2.57 -1.36 1.94
H -2.06 -0.84 0.61
O -0.39 -4.21 -0.02
H -0.46 -3.28 0.20
H 0.15 -4.24 -0.81
O 0.74 0.10 0.84
H 0.77 0.71 0.11
H 0.19 -0.62 0.52
*
```

Values from the calculation:
LUMO energy: -0.36 eV
frontier orbital gap: 9.24 eV
calculated total energy: -31276.6596 eV
HOMO level: -9.60 eV

Population analysis type Mulliken, resulting atomic charges in e: -0.610 0.464 -0.328 -0.530 0.445 0.378 -0.556 0.281 0.246 0.291 -0.526 -0.647 -0.221 -0.395 0.279 0.401 0.256 0.315 0.346 0.174 -0.518 -0.633 0.104 -0.502 0.302 0.352 0.261 0.215 0.109 0.412 -0.555 0.244 0.260 -0.582 0.310 0.299 -0.602 0.250 0.301 -0.576 0.270 0.324 -0.696 0.309 0.412 -0.463 0.103 0.230



Result set for strongest force on any atom: 0.513, 2.869, 1.908 eV/A, one per record in the order listed.
Result set for energy relative to the best compared isomer or geometry (same formula, charge and spin): 3.136, 2.201, 2.754 eV, one per record in the order listed.
Result set for molar mass: 101.1, 525.7, 294.3 g/mol, one per record in the order listed.